The following is a DFT calculation (ωB97M-V with the def2-TZVPD basis set) of a structure of composition C2H5NO4.

CARTESIAN COORDINATES (ANGSTROEM)
1 C -0.48118 -0.69593 0.12489
2 N 1.14034 0.13739 0.51174
3 C -1.03058 0.46836 -0.45411
4 O 1.01778 1.53979 0.81216
5 O 1.85552 0.07185 -0.72614
6 O -2.33873 -0.89738 -0.29559
7 O -1.25047 1.54427 -0.76935
8 H 1.33451 1.63036 1.72012
9 H 2.78997 0.07389 -0.47863
10 H -2.30237 -1.50472 -1.04770
11 H -0.06657 -1.42807 -0.55891
12 H -0.66822 -0.93980 1.16152

The LUMO energy comes out at 0.3 eV. The electronic energy comes out at -11828.0488 eV. For the relative energy (zero: lowest compared OMol25 entry of this formula, charge and spin), the calculation gives 843.6 kJ/mol. The value obtained for the HOMO energy is -8.39 eV.

Results of the natural (NBO) charge analysis, in e, for atoms 1 through 8: atom 1 (C): -0.33, atom 2 (N): -0.02, atom 3 (C): 0.91, atom 4 (O): -0.63, atom 5 (O): -0.63, atom 6 (O): -0.92, atom 7 (O): -0.35, atom 8 (H): 0.47